(1)
The following is a quantum chemistry calculation of C24H21MoN5O7 as an isolated structure, from OMol25.

```
58
Properties=species:S:1:pos:R:3:nbo_charge:R:1
Mo 0.0696 0.2817 -0.1193 1.536
O 2.4236 1.3827 -3.4722 -0.614
C 1.6736 1.2912 -2.5135 0.633
N 1.5493 0.2754 -1.6303 -0.600
C 2.0777 -1.0025 -1.9241 0.111
C 2.7732 -1.4047 -3.0609 -0.220
C 3.1675 -2.7321 -3.1715 -0.205
C 2.8947 -3.6546 -2.1737 -0.219
C 2.2163 -3.2598 -1.0283 -0.224
C 1.8127 -1.9425 -0.9239 0.178
N 1.1744 -1.3428 0.2002 -0.633
C 1.8075 -1.4923 1.4265 0.671
O 2.3242 -2.5030 1.8379 -0.553
C 1.8790 -0.2068 2.1988 0.127
C 2.4576 -0.1265 3.4465 -0.194
C 2.5268 1.1185 4.0544 -0.141
C 2.0157 2.2222 3.3919 -0.234
C 1.4450 2.0502 2.1419 0.085
N 1.3823 0.8559 1.5584 -0.420
C 0.7240 2.4034 -2.2057 0.134
C 0.6686 3.5252 -3.0155 -0.197
C -0.2570 4.5079 -2.7293 -0.149
C -1.0864 4.3342 -1.6296 -0.242
C -0.9664 3.1923 -0.8646 0.054
N -0.0786 2.2258 -1.1515 -0.427
H 3.0011 -0.6952 -3.8380 0.253
H 3.7002 -3.0447 -4.0605 0.212
H 3.2052 -4.6852 -2.2843 0.213
H 2.0002 -3.9583 -0.2342 0.229
H 2.8353 -1.0296 3.9037 0.253
H 2.9738 1.2264 5.0337 0.228
H 2.0487 3.2086 3.8315 0.233
H 1.0120 2.8762 1.5942 0.216
H 1.3565 3.5769 -3.8473 0.258
H -0.3339 5.3939 -3.3452 0.226
H -1.8244 5.0743 -1.3544 0.232
H -1.5793 3.0489 0.0114 0.229
O -0.8514 -1.8727 2.2543 -0.722
C -2.2239 -2.1526 2.4728 -0.068
C -3.0305 -2.1615 1.1845 -0.236
N -2.9568 -0.8976 0.4756 -0.449
C -3.2618 -0.9898 -0.9382 -0.313
C -2.0015 -1.3786 -1.7096 0.784
O -1.9430 -2.3850 -2.3756 -0.593
O -1.0428 -0.4903 -1.5989 -0.709
C -3.4793 0.2389 1.1781 -0.333
C -2.4199 1.2572 1.6031 0.813
O -2.6765 2.1772 2.3372 -0.594
O -1.2366 1.0903 1.0435 -0.710
H -0.4609 -2.6012 1.7564 0.480
H -2.5784 -1.3770 3.1531 0.179
H -2.3568 -3.1130 2.9814 0.177
H -4.0707 -2.4392 1.4249 0.178
H -2.6385 -2.9380 0.5218 0.215
H -3.5719 -0.0081 -1.2991 0.211
H -4.0552 -1.7115 -1.1572 0.202
H -4.0286 -0.0371 2.0812 0.223
H -4.1852 0.7985 0.5573 0.227
```

Values from the calculation:
E_HOMO (alpha / beta) in eV: -7.6 / -7.7
Gap between HOMO and LUMO (alpha / beta) in eV: 6.708 / 6.728
LUMO (alpha / beta) in eV: -0.930 / -0.933
Max |F| in eV/Å: 0.7
Energy above the lowest of the compared OMol25 structures with the same formula, charge and spin in kJ/mol: 0.0

(2)
The following is a quantum chemistry calculation of C8H8AlCl2HoN2O3Se as an isolated structure, from OMol25.

```
26
Properties=species:S:1:pos:R:3:mulliken_spin:R:1
Ho 4.4015 -0.7206 -0.5561 4.085
Al 1.1807 -0.7258 -0.1180 0.128
Cl 4.0987 1.2028 -2.0486 -0.020
Cl 2.5781 -0.5653 1.6433 0.021
C -0.0876 -1.8826 1.0342 0.025
C 5.1212 -1.5971 -2.6119 -0.005
C 5.5983 -2.7808 0.1028 -0.008
O -0.5559 -2.4518 1.9451 0.004
O 5.4572 -1.7941 -3.6995 0.002
O 6.1387 -3.7575 0.4028 0.002
C -2.6362 -1.3196 -0.7107 0.000
N -2.5000 -0.0595 0.0142 -0.005
C -3.4024 0.4359 0.9484 -0.078
C -2.9631 1.6626 1.3264 -0.074
N -1.7990 1.9233 0.6051 -0.006
C -0.9969 3.1373 0.6980 -0.002
C -1.5475 0.8852 -0.2424 -0.002
Se -0.0726 0.7681 -1.4566 -0.063
H -1.8204 -1.4050 -1.4400 0.000
H -3.5949 -1.3205 -1.2621 0.000
H -2.5976 -2.1694 -0.0138 -0.001
H -4.2701 -0.1346 1.2602 -0.001
H -3.3593 2.3688 2.0323 0.000
H -1.5991 4.0147 0.4061 0.000
H -0.6244 3.2512 1.7296 0.000
H -0.1471 3.0341 0.0110 0.001
```

Values from the calculation:
Charge: +4
E_HOMO (alpha / beta) in eV: -22.2 / -22.7
Gap between HOMO and LUMO (alpha / beta) in eV: 4.384 / 5.303
LUMO (alpha / beta) in eV: -17.794 / -17.437
Max |F| in eV/Å: 8.0
Energy above the lowest of the compared OMol25 structures with the same formula, charge and spin in kJ/mol: 1.8
Spin multiplicity: 5